#a
Here is an isolated molecule of C4H10O2 from OMol25. Energies are from the ωB97M-V functional and the def2-TZVPD basis.

SMILES: C[C@@H](O)CCO
E_LUMO in Ha: 0.02982
HOMO in eV: -10.1
Molar mass in g mol⁻¹: 90.1
Net charge: 0
Kohn-Sham gap in eV: 10.886

Element x y z (Å)
C: 0.474 0.536 1.970
C: -0.111 0.356 0.580
O: -0.260 1.648 0.018
C: 0.774 -0.527 -0.307
C: 0.072 -0.997 -1.583
O: -0.722 0.026 -2.190
H: -0.135 1.244 2.540
H: 0.506 -0.416 2.510
H: 1.491 0.940 1.901
H: -1.104 -0.131 0.681
H: -0.401 1.512 -0.933
H: 1.098 -1.415 0.251
H: 1.676 0.049 -0.549
H: -0.556 -1.870 -1.364
H: 0.805 -1.307 -2.334
H: -1.619 -0.062 -1.844

#b
Here is an isolated molecule of C4H10O2 from OMol25. Energies are from the ωB97M-V functional and the def2-TZVPD basis.

SMILES: C[C@@H](O)CCO
E_LUMO in Ha: 0.03043
HOMO in eV: -8.6
Molar mass in g mol⁻¹: 90.1
Net charge: 0
Kohn-Sham gap in eV: 9.384

Element x y z (Å)
C: 0.301 0.796 1.978
C: -0.226 0.373 0.628
O: -0.414 1.541 -0.148
C: 0.691 -0.572 -0.084
C: -0.293 -1.196 -1.557
O: -1.068 -0.216 -2.176
H: -0.418 1.468 2.450
H: 0.459 -0.076 2.622
H: 1.252 1.326 1.860
H: -1.182 -0.159 0.755
H: -0.874 1.253 -0.953
H: 0.944 -1.482 0.487
H: 1.662 -0.063 -0.305
H: -0.938 -1.874 -1.017
H: 0.780 -1.184 -1.528
H: -0.674 0.062 -3.011

#c
Here is an isolated molecule of C4H10O2 from OMol25. Energies are from the ωB97M-V functional and the def2-TZVPD basis.

SMILES: COC[C@@H](C)O
E_LUMO in Ha: 0.03636
HOMO in eV: -8.4
Molar mass in g mol⁻¹: 90.1
Net charge: 0
Kohn-Sham gap in eV: 9.412

Element x y z (Å)
C: 2.285 -0.930 -0.409
O: 1.309 -0.220 0.311
C: 0.433 0.523 -0.524
C: -0.774 0.954 0.357
C: -2.311 0.242 -0.083
O: -0.956 0.049 1.453
H: 1.827 -1.603 -1.150
H: 2.970 -0.250 -0.936
H: 2.859 -1.527 0.306
H: 0.080 -0.129 -1.335
H: 0.989 1.359 -0.997
H: -0.409 1.911 0.863
H: -2.680 -0.749 0.360
H: -2.204 0.059 -1.135
H: -3.067 0.957 0.205
H: -0.411 -0.704 1.241

Stability check: which of them is most stable? #a.

#a
Here is a cluster of 3 separate species, C4H10O2 in total from OMol25. Energies are from the ωB97M-V functional and the def2-TZVPD basis.

SMILES: C=CC=C.O.O
E_LUMO in Ha: 0.01724
HOMO in eV: -8.8
Molar mass in g mol⁻¹: 90.1
Net charge: 0
Kohn-Sham gap in eV: 9.239

Element x y z (Å)
C: -0.260 2.756 0.361
C: 0.277 1.541 0.243
C: 1.353 0.984 1.102
C: 1.807 -0.254 1.016
H: 0.213 3.550 0.877
H: -1.025 3.070 -0.323
H: -0.133 0.863 -0.550
H: 2.032 1.753 1.499
H: 2.466 -0.692 1.817
H: 1.512 -0.898 0.215
O: -0.242 -3.325 0.577
H: -1.058 -3.027 0.988
H: -0.382 -3.748 -0.267
O: -1.956 -0.471 -2.580
H: -2.743 0.077 -2.646
H: -2.134 -0.869 -1.717

#b
Here is a cluster of 2 separate species, C4H10O2 in total from OMol25. Energies are from the ωB97M-V functional and the def2-TZVPD basis.

SMILES: CC(C)C=O.O
E_LUMO in Ha: 0.03143
HOMO in eV: -10.0
Molar mass in g mol⁻¹: 90.1
Net charge: 0
Kohn-Sham gap in eV: 10.850

Element x y z (Å)
C: -0.449 1.038 -1.184
C: -0.813 0.070 -0.055
C: -0.376 -1.367 -0.349
C: -0.419 0.596 1.300
O: -0.076 -0.077 2.250
H: -0.882 2.031 -1.024
H: 0.638 1.143 -1.264
H: -0.833 0.656 -2.136
H: -1.909 0.094 0.086
H: -1.162 -1.895 -0.896
H: 0.527 -1.381 -0.972
H: -0.172 -1.917 0.575
H: -0.562 1.694 1.412
O: 2.226 0.130 0.589
H: 2.519 -0.730 0.267
H: 1.742 -0.083 1.400

#c
Here is a cluster of 2 separate species, C4H10O2 in total from OMol25. Energies are from the ωB97M-V functional and the def2-TZVPD basis.

SMILES: CC(C)C=O.O
E_LUMO in Ha: 0.02775
HOMO in eV: -9.5
Molar mass in g mol⁻¹: 90.1
Net charge: 0
Kohn-Sham gap in eV: 10.234

Element x y z (Å)
C: -0.510 0.497 -0.367
C: 0.940 0.057 -0.215
C: 2.062 1.133 0.113
C: 1.087 -0.953 0.957
O: 1.409 -2.102 0.832
H: -0.344 1.495 -0.775
H: -0.952 -0.175 -1.176
H: -1.087 0.511 0.561
H: 1.301 -0.460 -1.114
H: 2.986 0.653 -0.208
H: 2.030 1.923 -0.645
H: 2.036 1.436 1.182
H: 0.834 -0.442 1.865
O: -3.780 -1.288 -0.661
H: -3.843 -1.854 0.112
H: -4.167 -0.431 -0.459

#d
Here is an isolated molecule of C4H10O2 from OMol25. Energies are from the ωB97M-V functional and the def2-TZVPD basis.

SMILES: COC[C@@H](C)O
E_LUMO in Ha: 0.03377
HOMO in eV: -9.7
Molar mass in g mol⁻¹: 90.1
Net charge: 0
Kohn-Sham gap in eV: 10.606

Element x y z (Å)
C: 2.250 -0.090 -0.074
O: 1.329 -0.870 -0.797
C: -0.033 -0.436 -0.956
C: -0.702 -0.044 0.356
C: -1.815 0.986 0.284
O: -1.182 -1.182 1.048
H: 2.944 -0.799 0.395
H: 2.760 0.711 -0.643
H: 1.751 0.403 0.757
H: -0.505 -1.349 -1.326
H: -0.136 0.364 -1.707
H: 0.114 0.426 0.915
H: -1.988 1.391 1.288
H: -2.752 0.553 -0.075
H: -1.525 1.801 -0.387
H: -0.510 -1.864 0.922

Stability check: which of them is most stable? #b.

#a
Here is a structure of composition C3H5N2P from OMol25. Energies are from the ωB97M-V functional and the def2-TZVPD basis.

E_LUMO (alpha / beta) in Ha: 0.01910 / -0.09517
HOMO (alpha / beta) in eV: -9.4 / -8.2
Molar mass in g mol⁻¹: 100.1
Net charge: 0
Kohn-Sham gap (alpha / beta) in eV: 9.908 / 5.572

Element x y z (Å)
C: -2.776 -1.285 -0.123
C: -1.430 -0.945 0.226
C: 1.403 1.388 -0.133
N: -3.604 -0.267 -0.197
N: -1.241 0.379 0.284
P: -2.734 1.133 0.021
H: -3.251 -2.189 -0.268
H: -0.551 -1.511 0.472
H: 2.242 0.669 -0.264
H: 0.889 1.767 -0.938
H: 1.055 1.546 0.914

#b
Here is a structure of composition C3H5N2P from OMol25. Energies are from the ωB97M-V functional and the def2-TZVPD basis.

E_LUMO in Ha: -0.00588
HOMO in eV: -9.4
Molar mass in g mol⁻¹: 100.1
Net charge: 0
Kohn-Sham gap in eV: 9.227

Element x y z (Å)
C: -1.059 2.112 -0.049
C: -1.768 0.067 0.150
C: 0.997 -0.772 -0.327
N: -0.163 1.644 -0.844
N: -1.994 1.278 0.520
P: -0.474 0.017 -1.125
H: -1.100 3.163 0.197
H: -2.425 -0.733 0.450
H: 0.872 -1.851 -0.351
H: 1.109 -0.420 0.697
H: 1.868 -0.487 -0.913

Stability check: which of them is most stable? #b.

#a
Here is a cluster of 6 separate species, H12O6 in total from OMol25. Energies are from the ωB97M-V functional and the def2-TZVPD basis.

SMILES: O.O.O.O.O.O
E_LUMO in Ha: 0.00029
HOMO in eV: -10.8
Molar mass in g mol⁻¹: 108.1
Net charge: 0
Kohn-Sham gap in eV: 10.763

Element x y z (Å)
O: -0.960 -0.892 0.149
H: -0.984 -0.486 -0.746
H: -1.443 -0.193 0.705
O: 1.469 1.748 -1.045
H: 2.076 1.018 -1.078
H: 0.763 1.340 -1.534
O: -1.801 1.309 1.798
H: -0.910 1.719 1.648
H: -2.384 1.941 1.452
O: -0.531 0.259 -2.451
H: -0.008 -0.378 -2.991
H: -0.682 1.059 -2.965
O: 0.974 -0.387 2.438
H: 0.523 -0.369 1.593
H: 0.900 0.546 2.739
O: 1.242 -2.639 -0.163
H: 0.361 -2.310 -0.017
H: 1.402 -3.277 0.474

#b
Here is a structure of composition H12O6 from OMol25. Energies are from the ωB97M-V functional and the def2-TZVPD basis.

E_LUMO in Ha: -0.00022
HOMO in eV: -10.2
Molar mass in g mol⁻¹: 108.1
Net charge: 0
Kohn-Sham gap in eV: 10.202

Element x y z (Å)
O: 1.178 -13.157 19.766
H: 0.829 -12.887 20.615
H: 0.744 -13.989 19.581
O: 1.287 -12.083 17.659
H: 2.242 -12.050 17.712
H: 1.006 -12.329 18.540
O: -3.531 -15.160 19.825
H: -3.297 -14.240 19.953
H: -2.767 -15.647 20.134
O: -1.254 -14.030 18.848
H: -0.530 -13.539 18.459
H: -2.042 -13.626 18.483
O: -4.044 -13.090 19.508
H: -4.901 -13.501 19.394
H: -3.589 -13.247 18.680
O: -2.811 -13.137 17.791
H: -2.769 -13.744 17.053
H: -2.461 -12.315 17.447

Stability check: which of them is most stable? #a.